1.
{
  "formula": "C13H24F5N3O5S",
  "method": "wB97M-V/def2-TZVPD",
  "e_tot_ha": -1947.48324,
  "multiplicity": 1,
  "relative_energy_kj_mol": 0.0,
  "gap_ha": 0.301,
  "species": ["C", "C", "C", "O", "C", "O", "C", "O", "N", "S", "C", "F", "F", "C", "F", "F", "F", "H", "H", "H", "H", "H", "H", "H", "H", "H", "H", "C", "C", "O", "N", "C", "H", "H", "H", "H", "H", "H", "H", "C", "C", "O", "N", "C", "H", "H", "H", "H", "H", "H", "H"],
  "xyz": [[2.115, 1.222, -0.125], [2.971, 2.489, -0.743], [1.891, 3.319, -1.714], [0.925, 3.940, -0.794], [-0.117, 4.700, -1.501], [-0.626, 4.071, -2.730], [-1.799, 3.197, -2.447], [-2.946, 3.558, -3.085], [-1.760, 2.005, -1.483], [-2.941, 2.448, -0.228], [-2.268, 0.738, -2.136], [-2.080, -0.355, -1.110], [-3.733, 0.744, -2.435], [-1.432, 0.256, -3.462], [-1.882, 0.866, -4.734], [0.010, 0.535, -3.257], [-1.535, -1.240, -3.644], [2.481, 0.887, 0.935], [0.950, 1.451, -0.011], [2.166, 0.339, -0.925], [3.887, 2.139, -1.422], [3.328, 3.267, 0.059], [2.435, 4.089, -2.421], [1.431, 2.495, -2.424], [0.182, 5.836, -1.697], [-1.046, 4.760, -0.753], [-3.427, 1.293, 0.418], [-1.696, 0.257, 3.539], [-0.305, 0.532, 3.036], [-0.019, 1.561, 2.430], [0.652, -0.413, 3.277], [0.500, -1.671, 3.968], [-2.354, 1.090, 3.278], [-2.088, -0.652, 3.074], [-1.685, 0.152, 4.627], [1.565, -0.167, 2.913], [1.180, -1.674, 4.824], [0.780, -2.474, 3.280], [-0.521, -1.836, 4.318], [-0.290, -3.210, 0.146], [0.143, -4.286, 1.105], [-0.202, -4.292, 2.283], [0.948, -5.278, 0.619], [1.450, -5.433, -0.726], [-0.925, -2.488, 0.665], [0.586, -2.684, -0.244], [-0.864, -3.651, -0.673], [1.204, -5.969, 1.314], [1.101, -6.395, -1.111], [2.543, -5.434, -0.684], [1.115, -4.635, -1.391]],
  "mulliken_charge": [-0.39, -0.59, -0.14, -0.25, -0.28, -0.26, 0.23, -0.47, 0.19, -0.12, 0.59, -0.20, -0.26, 0.48, -0.22, -0.19, -0.25, 0.07, 0.08, 0.19, 0.30, 0.32, 0.34, 0.04, 0.29, 0.27, 0.15, -1.31, 0.85, -0.64, -0.06, -0.73, 0.24, 0.36, 0.41, 0.17, 0.33, 0.13, 0.30, -1.05, 0.57, -0.67, -0.15, -0.81, 0.14, 0.37, 0.48, 0.26, 0.28, 0.27, 0.32]
}



2.
{
  "formula": "C3H3O2",
  "method": "wB97M-V/def2-TZVPD",
  "e_tot_ha": -266.23352,
  "multiplicity": 1,
  "total_charge": 1,
  "relative_energy_kj_mol": 102.5,
  "gap_ha": 0.397,
  "species": ["C", "C", "C", "O", "O", "H", "H", "H"],
  "xyz": [[0.362, 0.692, 0.048], [-0.290, -0.185, -1.393], [0.440, 1.966, -0.409], [0.392, -0.344, -2.295], [0.567, 3.004, -0.785], [1.340, 0.106, 0.012], [-1.312, -0.367, -1.205], [-0.080, 0.642, 1.032]],
  "mulliken_charge": [-0.63, 0.11, 0.64, -0.21, -0.02, 0.32, 0.40, 0.39]
}



3.
{
  "formula": "C19H60GaIN2O8PS8",
  "method": "wB97M-V/def2-TZVPD",
  "e_tot_ha": -7220.43754,
  "multiplicity": 1,
  "total_charge": -1,
  "relative_energy_kj_mol": 0.0,
  "gap_ha": 0.215,
  "species": ["N", "P", "Ga", "N", "C", "C", "C", "I", "H", "H", "H", "H", "H", "H", "H", "H", "H", "H", "H", "H", "C", "S", "O", "C", "H", "H", "H", "H", "H", "H", "C", "S", "O", "C", "H", "H", "H", "H", "H", "H", "C", "S", "O", "C", "H", "H", "H", "H", "H", "H", "C", "S", "O", "C", "H", "H", "H", "H", "H", "H", "C", "S", "O", "C", "H", "H", "H", "H", "H", "H", "C", "S", "O", "C", "H", "H", "H", "H", "H", "H", "C", "S", "O", "C", "H", "H", "H", "H", "H", "H", "C", "S", "O", "C", "H", "H", "H", "H", "H", "H"],
  "xyz": [[2.864, -2.527, -1.139], [1.655, -1.623, -0.580], [-0.632, -2.359, -0.779], [-0.866, -2.741, -2.665], [-1.982, -0.956, -0.278], [-3.424, -1.318, -0.653], [-4.210, -2.278, 0.248], [-3.383, -2.812, 2.158], [2.496, -3.388, -1.530], [1.818, -0.306, -1.096], [1.912, -1.245, 0.771], [-0.672, -3.709, 0.094], [-0.158, -3.424, -2.928], [-1.728, -3.280, -2.735], [-1.940, -0.610, 0.758], [-1.708, -0.093, -0.898], [-3.394, -1.764, -1.654], [-4.050, -0.427, -0.724], [-4.403, -3.245, -0.208], [-5.159, -1.837, 0.540], [-7.142, 2.936, 0.192], [-6.521, 1.735, 1.380], [-5.529, 0.901, 0.652], [-8.034, 0.767, 1.474], [-6.322, 3.619, -0.021], [-7.436, 2.408, -0.715], [-7.971, 3.473, 0.649], [-8.275, 0.398, 0.477], [-8.825, 1.396, 1.882], [-7.830, -0.067, 2.143], [-10.261, 5.811, 2.419], [-9.711, 4.643, 3.670], [-8.659, 3.811, 3.029], [-11.204, 3.643, 3.684], [-9.430, 6.488, 2.233], [-10.509, 5.263, 1.510], [-11.120, 6.371, 2.789], [-11.380, 3.260, 2.679], [-12.046, 4.241, 4.032], [-11.025, 2.820, 4.373], [-1.675, -7.396, -4.567], [-0.080, -6.765, -5.106], [0.382, -5.848, -4.033], [-0.698, -5.718, -6.426], [-1.491, -8.031, -3.703], [-2.297, -6.548, -4.279], [-2.132, -7.973, -5.370], [-1.444, -5.043, -6.006], [-1.119, -6.340, -7.217], [0.138, -5.131, -6.810], [4.266, 0.184, -2.771], [5.148, -0.095, -1.238], [4.339, 0.581, -0.176], [6.516, 1.030, -1.569], [3.359, -0.415, -2.701], [4.051, 1.248, -2.864], [4.875, -0.168, -3.604], [6.135, 2.040, -1.733], [7.063, 0.682, -2.447], [7.169, 1.006, -0.698], [2.909, -4.387, -5.337], [2.590, -2.892, -6.264], [1.568, -3.274, -7.288], [4.156, -2.855, -7.150], [2.034, -4.590, -4.721], [3.052, -5.184, -6.070], [3.786, -4.279, -4.700], [4.265, -3.789, -7.700], [4.973, -2.716, -6.442], [4.115, -2.014, -7.840], [4.362, 0.359, 2.857], [3.579, 1.051, 4.304], [4.635, 1.802, 5.055], [3.355, -0.505, 5.175], [4.598, 1.170, 2.174], [5.269, -0.159, 3.169], [3.674, -0.315, 2.346], [4.328, -0.977, 5.304], [2.684, -1.142, 4.599], [2.906, -0.280, 6.141], [3.303, 6.146, -2.837], [4.288, 5.110, -1.745], [5.315, 4.457, -2.605], [3.018, 3.885, -1.435], [3.945, 6.956, -3.177], [2.972, 5.545, -3.683], [2.454, 6.549, -2.285], [2.687, 3.469, -2.387], [2.188, 4.354, -0.908], [3.445, 3.093, -0.817], [6.307, 2.981, 9.947], [4.764, 2.100, 9.667], [4.651, 1.104, 10.769], [5.310, 1.216, 8.210], [6.182, 3.564, 10.857], [7.105, 2.251, 10.074], [6.507, 3.641, 9.103], [6.181, 0.616, 8.472], [5.523, 1.911, 7.398], [4.492, 0.571, 7.896]],
  "mulliken_charge": [-0.74, 0.28, 0.40, -0.56, -1.02, -0.32, -0.90, -0.06, 0.18, -0.09, -0.26, -0.27, 0.11, 0.16, 0.56, 0.40, 0.33, 0.17, 0.40, 0.32, -0.83, 0.39, -0.46, -0.83, 0.31, 0.31, 0.23, 0.31, 0.24, 0.32, -0.94, 0.40, -0.49, -0.94, 0.32, 0.28, 0.39, 0.28, 0.39, 0.31, -0.97, 0.45, -0.57, -0.67, 0.34, 0.28, 0.36, 0.28, 0.38, 0.10, -0.60, 0.46, -0.48, -0.75, 0.11, 0.08, 0.40, 0.05, 0.37, 0.33, -0.54, 0.60, -0.71, -0.98, -0.13, 0.33, 0.45, 0.30, 0.33, 0.34, -0.73, 0.48, -0.63, -0.94, 0.27, 0.37, 0.21, 0.30, 0.39, 0.29, -0.94, 0.48, -0.62, -0.65, 0.33, 0.30, 0.35, 0.28, 0.43, 0.03, -0.90, 0.49, -0.64, -0.70, 0.32, 0.29, 0.34, 0.35, 0.35, 0.10]
}